No. 1
The following is a quantum chemistry calculation of a structure of composition C2H7N4 at a distorted geometry, from the OMol25 dataset.

Summary:
Largest force on an atom: 5.0 eV Å⁻¹
DFT total energy: -299.03343 Ha
ΔE to the lowest compared entry with this formula, charge and spin: 5.132 eV
Frontier orbital gap: 9.82 eV

Geometry as ORCA input:
```
! RIJCOSX wB97M-V def2-TZVPD def2/J DEFGRID3
* xyz 1 1
C 0.637 -0.061 0.087
C -0.444 0.791 0.828
N 0.213 -0.635 -1.156
N 1.842 -0.696 0.007
N 1.469 -1.310 -1.083
N -1.739 0.512 0.116
H -0.516 0.445 1.946
H -0.193 1.831 0.796
H 2.687 -0.703 0.526
H 2.008 -1.316 -1.902
H -1.773 -0.481 0.200
H -1.686 0.704 -0.884
H -2.506 0.918 0.520
*
```

=====

No. 2
The following is a quantum chemistry calculation of the ion C2H7N4 with charge +1 at a distorted geometry, from the OMol25 dataset.

Summary:
Largest force on an atom: 4.6 eV Å⁻¹
DFT total energy: -298.90440 Ha
ΔE to the lowest compared entry with this formula, charge and spin: 3.755 eV
Frontier orbital gap (alpha / beta): 7.14 / 8.77 eV

Geometry as ORCA input:
```
! RIJCOSX wB97M-V def2-TZVPD def2/J DEFGRID3
* xyz 1 3
C -0.847 1.210 -0.531
C -1.225 -1.160 0.071
N -2.090 0.825 0.123
N -2.269 -0.346 0.375
N 0.009 -0.004 -0.583
N 1.076 -0.112 0.362
H -1.264 1.450 -1.577
H -0.474 2.138 -0.169
H -0.519 -1.629 0.794
H -1.372 -1.830 -0.835
H 2.005 0.213 0.031
H 1.249 -1.172 0.310
H 0.931 0.159 1.422
*
```

=====

No. 3
The following is a quantum chemistry calculation of a cluster of 2 separate species, C2H7N4O in total at a distorted geometry, from the OMol25 dataset.

Summary:
Largest force on an atom: 11.2 eV Å⁻¹
DFT total energy: -374.20128 Ha
ΔE to the lowest compared entry with this formula, charge and spin: 1.873 eV
Frontier orbital gap (alpha / beta): 8.91 / 6.88 eV

Geometry as ORCA input:
```
! RIJCOSX wB97M-V def2-TZVPD def2/J DEFGRID3
* xyz 1 3
C 0.316 -2.595 2.633
C 0.140 1.259 -1.607
N -0.457 0.470 0.429
N 0.720 0.117 0.531
N -0.885 1.000 -0.692
N 0.869 -3.522 3.016
O -0.322 -1.695 2.285
H -0.241 1.504 -2.588
H 0.724 2.024 -1.023
H 0.834 0.531 -1.671
H -1.303 0.242 1.073
H -1.814 1.261 -0.750
H 0.946 -0.284 1.422
H 1.546 -4.012 3.651
*
```

=====

No. 4
The following is a quantum chemistry calculation of an isolated molecule of C2H7N5 at a distorted geometry, from the OMol25 dataset.

Summary:
Largest force on an atom: 7.2 eV Å⁻¹
DFT total energy: -354.07484 Ha
SMILES: [H]/N=C/NN/C(N)=N/[H]
ΔE to the lowest compared entry with this formula, charge and spin: 3.172 eV
Frontier orbital gap: 9.24 eV

Geometry as ORCA input:
```
! RIJCOSX wB97M-V def2-TZVPD def2/J DEFGRID3
* xyz 0 1
C 1.406 -0.338 -0.239
C -1.970 0.112 0.108
H 2.270 1.455 -0.765
H 0.538 1.392 -0.522
H 3.451 -0.694 -0.338
H 0.121 -1.581 0.780
H -0.568 0.653 1.248
H -2.451 0.874 0.623
H -3.584 -0.535 -0.321
N 1.382 1.007 -0.356
N 2.456 -1.109 0.012
N 0.143 -0.725 0.115
N -0.668 0.309 0.335
N -2.526 -0.819 -0.680
*
```

=====

No. 5
The following is a quantum chemistry calculation of a cluster of 2 separate species, C2H7N5 in total at a distorted geometry, from the OMol25 dataset.

Summary:
Largest force on an atom: 3.9 eV Å⁻¹
DFT total energy: -353.37754 Ha
ΔE to the lowest compared entry with this formula, charge and spin: 0.393 eV
Frontier orbital gap: 9.89 eV

Geometry as ORCA input:
```
! RIJCOSX wB97M-V def2-TZVPD def2/J DEFGRID3
* xyz 2 1
C -1.370 0.902 0.382
C -0.229 -1.201 0.266
N -2.656 0.953 0.303
N -3.616 0.315 -0.129
N -4.574 -0.239 -0.317
N -0.634 -0.087 0.008
N 2.830 0.205 -0.446
H -1.029 1.711 1.022
H 0.169 -1.999 -0.451
H 2.642 -0.838 -0.147
H -0.259 -1.440 1.283
H 2.643 0.953 0.224
H 2.294 0.677 -1.227
H 3.789 0.088 -0.773
*
```

=====

No. 6
The following is a quantum chemistry calculation of a cluster of 2 separate species, C2H7N5O in total at a distorted geometry, from the OMol25 dataset.

Summary:
Largest force on an atom: 5.1 eV Å⁻¹
DFT total energy: -429.13622 Ha
ΔE to the lowest compared entry with this formula, charge and spin: 7.817 eV
Frontier orbital gap: 7.43 eV

Geometry as ORCA input:
```
! RIJCOSX wB97M-V def2-TZVPD def2/J DEFGRID3
* xyz 0 1
C -0.008 0.430 -0.746
C 0.105 0.247 1.752
H -0.649 -2.418 0.322
H -0.552 -2.612 -1.187
H -1.114 -0.376 -1.880
H 1.305 1.409 0.522
H 1.084 0.487 2.544
H -1.185 -0.651 3.185
H 1.995 2.276 -2.434
N -0.182 -1.948 -0.510
N -0.858 -0.628 -0.850
N 0.564 0.663 0.476
N -0.992 -0.444 2.175
N -0.121 1.191 -1.810
O 0.608 2.376 -1.558
*
```

=====

No. 7
The following is a quantum chemistry calculation of a cluster of 2 separate species, C2H7N5O in total at a distorted geometry, from the OMol25 dataset.

Summary:
Largest force on an atom: 5.4 eV Å⁻¹
DFT total energy: -428.65701 Ha
Frontier orbital gap (alpha / beta): 7.26 / 7.21 eV

Geometry as ORCA input:
```
! RIJCOSX wB97M-V def2-TZVPD def2/J DEFGRID3
* xyz 2 1
C 1.839 0.104 -0.420
C -0.435 -0.535 0.078
N 4.344 -0.686 0.255
N -1.299 -1.496 -0.261
N -0.751 0.378 1.005
N 1.694 1.387 -0.390
N 0.829 -0.812 -0.389
O 5.064 0.154 0.105
H -2.167 -1.615 0.173
H -0.970 -2.291 -0.869
H -1.733 0.355 1.225
H -0.194 1.163 1.185
H 2.323 2.077 -0.121
H 0.792 1.844 -0.318
H 0.950 -1.710 -0.720
*
```

=====

No. 8
The following is a quantum chemistry calculation of a cluster of 2 separate species, C2H7NO in total at a distorted geometry, from the OMol25 dataset.

Summary:
Largest force on an atom: 1.7 eV Å⁻¹
DFT total energy: -210.31876 Ha
SMILES: C=CN.O
ΔE to the lowest compared entry with this formula, charge and spin: 2.176 eV
Frontier orbital gap: 8.88 eV

Geometry as ORCA input:
```
! RIJCOSX wB97M-V def2-TZVPD def2/J DEFGRID3
* xyz 0 1
O -1.580 -4.678 -3.586
H -1.091 -4.616 -4.417
C 1.034 1.958 1.548
C 0.587 1.066 2.452
N 0.398 2.755 0.609
H 2.099 2.210 1.549
H -0.195 1.137 3.200
H 1.087 0.130 2.509
H -0.599 2.708 0.727
H -1.790 -5.615 -3.642
H 0.696 3.721 0.547
*
```

=====

No. 9
The following is a quantum chemistry calculation of a cluster of 2 separate species, C2H7NO in total, from the OMol25 dataset.

Summary:
Largest force on an atom: 0.8 eV Å⁻¹
DFT total energy: -210.35290 Ha
SMILES: C=NC.O
ΔE to the lowest compared entry with this formula, charge and spin: 1.248 eV
Frontier orbital gap: 10.60 eV

Geometry as ORCA input:
```
! RIJCOSX wB97M-V def2-TZVPD def2/J DEFGRID3
* xyz 0 1
C -1.155 -1.119 -1.218
C -1.435 1.034 -2.096
N -1.167 -0.173 -2.312
H -1.043 -0.710 -0.209
H -0.323 -1.802 -1.394
H -2.054 -1.739 -1.249
H -1.343 1.691 -2.959
H -1.776 1.460 -1.158
H 3.326 0.735 3.480
H 3.909 0.206 4.761
O 3.061 0.417 4.353
*
```

=====

No. 10
The following is a quantum chemistry calculation of a cluster of 2 separate species, C2H7NO in total at a distorted geometry, from the OMol25 dataset.

Summary:
Largest force on an atom: 1.5 eV Å⁻¹
DFT total energy: -210.36267 Ha
SMILES: C=CN.O
ΔE to the lowest compared entry with this formula, charge and spin: 0.982 eV
Frontier orbital gap: 9.38 eV

Geometry as ORCA input:
```
! RIJCOSX wB97M-V def2-TZVPD def2/J DEFGRID3
* xyz 0 1
C -0.569 0.915 -0.789
C -1.030 0.010 0.068
N -0.667 -1.296 0.345
H 0.168 0.655 -1.539
H -1.152 1.811 -0.934
H -1.986 0.169 0.569
H 0.014 -1.843 -0.152
H -1.137 -1.696 1.134
H 2.393 0.952 -0.083
H 1.627 0.199 1.000
O 2.339 0.124 0.381
*
```

=====

No. 11
The following is a quantum chemistry calculation of an isolated molecule of C2H7NO at a distorted geometry, from the OMol25 dataset.

Summary:
Largest force on an atom: 6.1 eV Å⁻¹
DFT total energy: -210.34287 Ha
SMILES: CNCO
ΔE to the lowest compared entry with this formula, charge and spin: 1.520 eV
Frontier orbital gap: 10.20 eV

Geometry as ORCA input:
```
! RIJCOSX wB97M-V def2-TZVPD def2/J DEFGRID3
* xyz 0 1
O 0.642 -1.260 0.927
H 0.105 -1.405 1.752
C -0.510 0.098 -1.283
C 0.593 0.125 0.839
N -0.301 0.741 -0.024
H -1.087 -0.801 -1.173
H -0.959 0.846 -1.978
H 0.504 -0.127 -1.726
H 0.636 0.536 1.768
H 1.638 0.592 0.459
H -1.262 0.656 0.439
*
```

=====

No. 12
The following is a quantum chemistry calculation of a cluster of 2 separate species, C2H7NO2 in total at a distorted geometry, from the OMol25 dataset.

Summary:
Largest force on an atom: 3.8 eV Å⁻¹
DFT total energy: -285.51609 Ha
ΔE to the lowest compared entry with this formula, charge and spin: 2.838 eV
Frontier orbital gap (alpha / beta): 3.19 / 6.76 eV

Geometry as ORCA input:
```
! RIJCOSX wB97M-V def2-TZVPD def2/J DEFGRID3
* xyz -1 2
O 1.990 -3.035 0.009
C 1.995 -1.782 -0.088
H 1.477 -1.188 0.704
H 2.362 -1.248 -1.057
N -0.687 1.932 0.654
C -1.101 0.977 -0.364
O -1.560 -0.377 0.442
H 0.209 2.356 0.269
H -0.408 1.415 1.467
H -0.228 0.588 -0.781
H -1.872 1.317 -1.102
H -2.177 -0.956 -0.154
*
```

=====

No. 13
The following is a quantum chemistry calculation of a cluster of 2 separate species, C2H7NO2 in total at a distorted geometry, from the OMol25 dataset.

Summary:
Largest force on an atom: 3.6 eV Å⁻¹
DFT total energy: -285.64466 Ha
SMILES: CC(N)=O.O
ΔE to the lowest compared entry with this formula, charge and spin: 0.739 eV
Frontier orbital gap: 10.03 eV

Geometry as ORCA input:
```
! RIJCOSX wB97M-V def2-TZVPD def2/J DEFGRID3
* xyz 0 1
O -0.141 0.552 -1.442
C -0.481 0.710 -0.292
N -0.058 0.000 0.724
C -1.588 1.659 0.023
H -0.499 0.322 1.589
H 0.606 -0.779 0.748
H -1.909 1.678 1.078
H -2.454 1.384 -0.603
H -1.257 2.672 -0.262
O 2.386 -2.435 -0.694
H 3.327 -2.679 -0.844
H 2.067 -3.082 -0.024
*
```

=====

No. 14
The following is a quantum chemistry calculation of a cluster of 2 separate species, C2H7NO2 in total at a distorted geometry, from the OMol25 dataset.

Summary:
Largest force on an atom: 1.5 eV Å⁻¹
DFT total energy: -285.64796 Ha
SMILES: CC(N)=O.O
ΔE to the lowest compared entry with this formula, charge and spin: 0.649 eV
Frontier orbital gap: 10.67 eV

Geometry as ORCA input:
```
! RIJCOSX wB97M-V def2-TZVPD def2/J DEFGRID3
* xyz 0 1
C -0.225 1.520 0.662
C -0.629 0.843 -0.648
N -1.100 -0.444 -0.452
O -0.670 1.387 -1.725
H -1.020 2.177 0.999
H 0.088 0.696 1.309
H 0.677 2.135 0.630
H -1.445 -0.543 0.483
H -1.639 -0.774 -1.225
H 2.687 -1.971 -0.018
H 1.263 -2.449 -0.281
O 2.013 -2.578 0.266
*
```

=====

No. 15
The following is a quantum chemistry calculation of a cluster of 2 separate species, C2H7NO2 in total at a distorted geometry, from the OMol25 dataset.

Summary:
Largest force on an atom: 3.1 eV Å⁻¹
DFT total energy: -285.62349 Ha
SMILES: CC(N)=O.O
ΔE to the lowest compared entry with this formula, charge and spin: 1.315 eV
Frontier orbital gap: 10.38 eV

Geometry as ORCA input:
```
! RIJCOSX wB97M-V def2-TZVPD def2/J DEFGRID3
* xyz 0 1
C 0.643 0.253 -1.087
C 0.727 1.602 -0.264
N 1.935 1.724 0.456
O -0.319 2.140 0.002
H 0.942 0.376 -2.141
H 1.363 -0.308 -0.460
H -0.315 -0.199 -0.948
H 2.669 1.087 0.191
H 1.697 1.775 1.455
H -1.873 -4.571 0.160
H -2.580 -4.728 1.504
O -2.607 -4.226 0.682
*
```

=====

No. 16
The following is a quantum chemistry calculation of a cluster of 2 separate species, C2H7NO3 in total at a distorted geometry, from the OMol25 dataset.

Summary:
Largest force on an atom: 3.9 eV Å⁻¹
DFT total energy: -360.83181 Ha
SMILES: O=CO.NCO
ΔE to the lowest compared entry with this formula, charge and spin: 2.227 eV
Frontier orbital gap: 10.91 eV

Geometry as ORCA input:
```
! RIJCOSX wB97M-V def2-TZVPD def2/J DEFGRID3
* xyz 0 1
N -0.066 -0.022 -0.853
C -1.276 0.785 -0.461
O -1.333 2.241 -0.361
H -0.068 -0.873 -0.341
H -0.011 -0.049 -1.874
H -1.988 0.475 -1.322
H -1.700 0.333 0.476
H -0.440 2.598 -0.626
O 0.548 -2.110 0.862
C 1.438 -1.429 1.232
O 1.452 -0.070 1.208
H 2.303 -2.095 1.762
H 1.141 0.217 0.298
*
```

=====

No. 17
The following is a quantum chemistry calculation of a cluster of 2 separate species, C2H7NO3 in total at a distorted geometry, from the OMol25 dataset.

Summary:
Largest force on an atom: 3.7 eV Å⁻¹
DFT total energy: -360.83498 Ha
SMILES: O=CNCO.O
ΔE to the lowest compared entry with this formula, charge and spin: 2.141 eV
Frontier orbital gap: 10.72 eV

Geometry as ORCA input:
```
! RIJCOSX wB97M-V def2-TZVPD def2/J DEFGRID3
* xyz 0 1
O -0.659 -2.070 0.708
C -0.563 -1.429 -0.316
N -0.648 -0.079 -0.543
C -0.977 0.833 0.559
O -0.608 2.099 0.209
H -0.121 -1.873 -1.164
H -0.825 0.285 -1.455
H -2.032 1.127 0.930
H -0.284 0.428 1.337
H 0.138 2.138 -0.459
H 2.358 -0.480 -0.799
H 2.593 0.717 0.368
O 2.786 0.255 -0.446
*
```

=====

No. 18
The following is a quantum chemistry calculation of a cluster of 2 separate species, C2H7NO3 in total at a distorted geometry, from the OMol25 dataset.

Summary:
Largest force on an atom: 2.4 eV Å⁻¹
DFT total energy: -360.52990 Ha
ΔE to the lowest compared entry with this formula, charge and spin: 0.899 eV
Frontier orbital gap (alpha / beta): 10.41 / 4.72 eV

Geometry as ORCA input:
```
! RIJCOSX wB97M-V def2-TZVPD def2/J DEFGRID3
* xyz 1 2
C -1.522 0.620 1.551
N -0.176 0.104 1.530
C 0.340 -0.559 0.447
O -0.444 -1.468 -0.110
O 1.472 -0.294 0.109
H -1.658 1.080 2.517
H -2.227 -0.171 1.373
H -1.557 1.438 0.824
H 0.509 0.740 1.943
H -0.450 -1.423 -1.079
H 1.416 0.018 -2.415
H 2.565 -0.282 -3.385
O 1.733 0.197 -3.305
*
```

=====

No. 19
The following is a quantum chemistry calculation of a structure of composition C2H7NO3S2 at a distorted geometry, from the OMol25 dataset.

Summary:
Largest force on an atom: 5.4 eV Å⁻¹
DFT total energy: -1157.17310 Ha
ΔE to the lowest compared entry with this formula, charge and spin: 2.050 eV
Frontier orbital gap: 9.71 eV

Geometry as ORCA input:
```
! RIJCOSX wB97M-V def2-TZVPD def2/J DEFGRID3
* xyz 0 1
C 1.304 -0.459 0.635
C -1.082 -0.072 0.165
N 0.150 -0.306 -0.315
O -0.814 2.216 -0.908
O -2.764 2.009 0.708
O -0.382 2.137 1.446
S -2.365 -0.342 -1.095
S -1.363 1.675 0.496
H 1.049 -1.171 1.288
H 2.307 -0.661 0.254
H 1.352 0.494 1.378
H -1.346 -0.795 1.151
H -1.304 2.846 -1.325
H 0.228 0.392 -1.046
H -2.461 -1.666 -0.879
*
```